Entry 1:
Here is 8 unconnected molecules or ions with the total composition C49H61NO26S2 in a non-equilibrium geometry from OMol25. Energies are from ωB97M-V with the def2-TZVPD basis set.

## Properties
lowest unoccupied orbital energy	-0.31	eV
2S+1	1
highest occupied orbital energy	-0.2876	Ha
structure (SMILES)	O=C1OC(=O)C(COO)=C1CCCSC(=S)N(c1ccccc1)c1ccccc1.C[C@@H]1COC(=O)O1.C[C@@H]1COC(=O)O1.C[C@@H]1COC(=O)O1.C[C@@H]1COC(=O)O1.C[C@@H]1COC(=O)O1.C[C@@H]1COC(=O)O1.C[C@@H]1COC(=O)O1
Kohn-Sham gap	7.52	eV

Each line ends with the Mulliken charge.
Element x y z (Å)
O 3.746568 1.707382 -2.455369  -0.50
C 3.628017 2.236880 -1.383820  -0.07
O 4.662476 2.516951 -0.528040  -0.40
C 4.151357 3.437886 0.388358  0.33
O 4.828075 4.070280 1.141221  -0.58
C 2.668503 3.465662 0.239565  0.50
C 1.796691 4.251747 1.185686  -0.97
O 1.199840 3.403700 2.157477  -0.26
O 2.190631 2.488045 2.578240  -0.41
C 2.319988 2.726570 -0.820233  1.50
C 0.999429 2.401726 -1.432188  0.10
C 0.144072 3.680584 -1.699635  -1.12
C -0.263535 3.790624 -3.196127  -0.31
S -0.025054 5.448439 -3.919672  -0.26
C 1.647388 5.297050 -4.543089  -0.15
S 2.811638 4.781803 -3.538296  0.07
N 1.891264 5.604403 -5.932136  0.22
C 2.553123 4.447103 -6.504042  -0.13
C 1.772431 3.314464 -6.639559  -0.19
C 2.271280 2.129433 -7.124198  -0.57
C 3.603990 2.072650 -7.501591  -0.56
C 4.374997 3.203068 -7.384690  -0.84
C 3.882433 4.386307 -6.877716  0.07
C 2.582890 6.844703 -6.132392  0.34
C 2.854561 7.250270 -7.437615  0.03
C 3.496527 8.431946 -7.681398  -0.54
C 3.888831 9.285339 -6.665793  -0.72
C 3.598664 8.905527 -5.375353  -0.68
C 2.965170 7.702782 -5.123693  -0.53
H 2.370907 5.066356 1.641969  0.33
H 0.978636 4.724304 0.643220  0.30
H 1.890303 1.642717 2.214179  0.30
H 0.474621 1.710092 -0.759575  0.16
H 1.173874 1.866131 -2.368959  0.14
H 0.752882 4.545145 -1.453419  0.58
H -0.757093 3.621229 -1.087167  0.35
H 0.306603 3.059625 -3.771094  -0.19
H -1.311453 3.499370 -3.277145  0.50
H 0.733834 3.354991 -6.321813  0.41
H 1.621940 1.265000 -7.180588  0.42
H 3.996721 1.134214 -7.872840  0.42
H 5.416816 3.166172 -7.685226  0.35
H 4.488928 5.275460 -6.768530  0.49
H 2.547299 6.564349 -8.219459  0.50
H 3.715724 8.702149 -8.709964  0.36
H 4.409983 10.215250 -6.847956  0.44
H 3.890575 9.526281 -4.530023  0.50
H 2.783141 7.466981 -4.084041  0.31
C -0.280024 -3.930317 -5.856676  -1.44
C -0.867024 -2.546408 -6.002188  0.53
C -0.392695 -1.774702 -7.207585  -0.52
O -0.558204 -0.416178 -6.772715  -0.31
C -0.432204 -0.416510 -5.420872  0.66
O -0.322056 0.559781 -4.753108  -0.54
O -0.437065 -1.681388 -4.936347  -0.31
H -0.380258 -4.281405 -4.830329  0.34
H -0.784627 -4.632323 -6.520481  0.42
H 0.784813 -3.935583 -6.094047  0.31
H -1.959538 -2.594727 -5.967503  0.26
H -0.979658 -1.967738 -8.102555  0.34
H 0.665442 -1.935338 -7.426264  0.28
C 1.797496 -3.758621 2.664439  -1.51
C 1.468415 -2.298017 2.845986  0.61
C 0.012987 -2.004270 3.105028  -0.40
O -0.102374 -0.656165 2.610434  -0.30
C 0.826127 -0.508621 1.648032  0.54
O 0.884558 0.426345 0.901101  -0.61
O 1.686178 -1.549812 1.630097  -0.25
H 2.751380 -3.877685 2.149846  0.39
H 1.853224 -4.263986 3.628788  0.34
H 1.042834 -4.260100 2.060329  0.32
H 2.106927 -1.859591 3.618626  0.24
H -0.258997 -2.055035 4.156324  0.24
H -0.661225 -2.639075 2.526983  0.32
C -0.738052 -6.935614 7.085150  -1.55
C -0.703229 -5.818502 6.067150  0.89
C -2.002682 -5.069924 5.880472  -0.35
O -1.876693 -4.598121 4.524050  -0.35
C -1.079696 -5.476597 3.870145  0.52
O -0.918583 -5.488274 2.689946  -0.56
O -0.493755 -6.336664 4.733709  -0.40
H 0.080399 -7.637924 6.917313  0.43
H -0.662044 -6.547358 8.088202  0.39
H -1.666125 -7.506526 7.007747  0.29
H 0.119724 -5.132822 6.288957  0.15
H -2.131160 -4.243538 6.564537  0.33
H -2.879987 -5.721791 5.929784  0.25
C -5.162930 -7.680731 10.159459  -1.24
C -4.414106 -6.371353 10.215873  0.45
C -5.078581 -5.229343 9.493918  -0.24
O -3.949668 -4.392698 9.169983  -0.34
C -2.879102 -5.203723 9.059312  0.63
O -1.821664 -4.870186 8.615564  -0.58
O -3.158645 -6.449447 9.507697  -0.33
H -4.494157 -8.512423 10.381707  0.40
H -5.981895 -7.684617 10.877288  0.39
H -5.578071 -7.856005 9.165855  0.13
H -4.190298 -6.111458 11.254354  0.26
H -5.796255 -4.690284 10.106024  0.32
H -5.556909 -5.529399 8.563871  0.11
C -0.277942 12.134677 -1.384690  -1.45
C 0.635233 11.357160 -2.301923  0.51
C 0.783015 9.896425 -1.964882  -0.55
O 2.074248 9.593174 -2.510163  -0.14
C 2.793261 10.747463 -2.483916  0.54
O 3.960608 10.817535 -2.692652  -0.57
O 1.997101 11.804499 -2.186805  -0.38
H -0.074328 13.202466 -1.458840  0.37
H -1.321862 11.956260 -1.641451  0.38
H -0.125971 11.849676 -0.342384  0.34
H 0.328975 11.495502 -3.342818  0.30
H 0.018117 9.269695 -2.418576  0.32
H 0.815186 9.706829 -0.889277  0.32
C 3.153471 -0.965390 -2.172005  -1.13
C 3.087178 -2.467047 -2.310937  0.44
C 4.398637 -3.185296 -2.127959  -0.58
O 4.192140 -4.379871 -2.898554  -0.38
C 3.302736 -4.071625 -3.877484  0.55
O 3.047726 -4.774383 -4.801945  -0.54
O 2.747544 -2.855747 -3.657222  -0.23
H 2.290469 -0.499484 -2.645323  0.15
H 3.175128 -0.681121 -1.119132  0.36
H 4.039213 -0.561100 -2.655490  0.42
H 2.316896 -2.872774 -1.647386  0.28
H 4.616192 -3.428363 -1.090329  0.30
H 5.244242 -2.644172 -2.558422  0.36
C -8.288668 -10.167417 6.303488  -1.45
C -8.701154 -8.718654 6.403698  0.52
C -8.124809 -7.815769 5.342628  -0.53
O -8.129820 -6.542472 6.005524  -0.31
C -8.019642 -6.784687 7.332456  0.67
O -7.807005 -5.950988 8.154574  -0.55
O -8.179317 -8.104637 7.598706  -0.32
H -8.441004 -10.674573 7.255657  0.36
H -8.868119 -10.678812 5.535613  0.39
H -7.230180 -10.260316 6.054921  0.34
H -9.791061 -8.640100 6.442448  0.29
H -8.721524 -7.780346 4.434519  0.31
H -7.091665 -8.062562 5.087460  0.30

Atoms 1-3, force components in eV/Å:
0.58 0.45 0.85
-1.01 -0.64 -1.16
-0.02 0.50 -0.27


Entry 2:
Here is a molecular structure, C49H63CaN8O5PSe2Te from OMol25. Energies are from ωB97M-V with the def2-TZVPD basis set.

## Properties
lowest unoccupied orbital energy (alpha / beta)	1.67 / 1.67	eV
2S+1	2
⟨S²⟩	0.7701
highest occupied orbital energy (alpha / beta)	-0.0290 / -0.1479	Ha
Kohn-Sham gap (alpha / beta)	2.46 / 5.69	eV
net charge	-1
ΔE to the lowest compared entry with this formula, charge and spin	30.44	kcal per mole

Each line ends with the Mulliken charge.
Element x y z (Å)
Ca 1.139071 -0.554417 -0.687538  0.80
C 0.022172 -5.346716 -3.011082  -1.00
N 1.077839 -4.373898 -3.178403  0.17
C 1.308348 -3.867061 -4.516994  -1.04
C 1.717800 -3.766203 -2.141591  0.67
O 2.581491 -2.929378 -2.306503  -0.63
C 1.294399 -4.148868 -0.724897  -0.95
O 1.455084 -3.089058 0.176501  0.29
C 2.654898 -3.030117 0.933441  -1.74
C 3.654928 -2.013508 0.393759  1.09
O 3.263535 -1.062107 -0.280051  -0.93
N 4.950020 -2.190931 0.693670  0.33
C 5.912114 -1.185347 0.272540  -1.08
C 5.323425 -3.026724 1.826785  -1.08
H -0.019749 -5.973050 -3.902852  0.39
H -0.959702 -4.877271 -2.876592  0.19
H 0.211553 -6.007187 -2.167404  0.43
H 1.929579 -4.546944 -5.106480  0.32
H 1.805724 -2.902608 -4.448285  0.24
H 0.347931 -3.744760 -5.024256  0.34
H 1.855277 -5.044296 -0.420411  0.31
H 0.232928 -4.402436 -0.685269  0.68
H 3.100913 -4.026549 0.988316  0.83
H 2.375085 -2.704779 1.943021  0.04
H 5.528115 -0.667695 -0.600304  0.30
H 6.850143 -1.683069 0.022374  0.41
H 6.067905 -0.462215 1.073786  0.33
H 5.160256 -4.085502 1.620381  0.30
H 4.782171 -2.727103 2.726652  0.33
H 6.385694 -2.882536 2.011067  0.40
Se 0.671180 2.659511 -1.126220  -0.12
P 2.123231 3.700636 -2.289625  0.43
Se 3.590590 2.626122 -3.447964  -0.63
C 3.011730 4.859785 -1.170923  0.61
C 2.324551 5.447485 -0.111948  -0.68
C 2.970230 6.342262 0.725631  -0.62
C 4.308125 6.651429 0.517795  -0.43
C 4.997719 6.067716 -0.533256  -0.65
C 4.350657 5.174699 -1.377579  -0.37
C 1.268819 4.882812 -3.419737  0.63
C -0.110798 4.865061 -3.561220  -0.35
C -0.733903 5.751993 -4.432089  -0.69
C 0.019360 6.660749 -5.157052  -0.40
C 1.403745 6.682989 -5.015731  -0.64
C 2.022208 5.794084 -4.155410  -0.60
H 1.292672 5.174933 0.071578  0.44
H 2.428722 6.783729 1.552664  0.40
H 4.814838 7.339511 1.183692  0.36
H 6.043951 6.294873 -0.695428  0.38
H 4.883762 4.693015 -2.186528  0.35
H -0.690207 4.159440 -2.978544  0.31
H -1.812048 5.731450 -4.532144  0.40
H -0.467102 7.354699 -5.831764  0.36
H 1.998818 7.391578 -5.577800  0.38
H 3.101914 5.800457 -4.059423  0.36
C -2.767460 -2.442831 -4.629710  -1.12
N -2.556717 -1.809565 -3.336595  0.23
C -3.350566 -2.412865 -2.285319  -0.39
C -1.271693 -1.395992 -2.989189  -0.66
N -0.682569 -1.668419 -1.886849  1.11
N -0.719173 -0.585095 -3.971116  0.09
C 0.524116 0.070569 -3.959398  0.07
N 0.648318 0.943212 -5.009460  -0.36
N 1.363314 -0.087083 -3.022718  0.02
H -3.811400 -2.329321 -4.922672  0.34
H -2.539031 -3.517492 -4.580255  0.27
H -2.142441 -2.002654 -5.400888  0.37
H -4.399146 -2.392383 -2.579193  0.45
H -3.248749 -1.849913 -1.359595  -0.71
H -3.065837 -3.458811 -2.093661  0.35
H -1.251873 -2.275035 -1.301120  -0.51
H -1.419978 -0.117594 -4.522969  0.41
H 0.211873 0.732242 -5.889320  0.22
H 1.500768 1.492564 -5.021385  0.12
H 2.203307 0.465798 -3.206281  -0.53
C -8.236799 -2.358008 3.964272  -1.60
C -6.818445 -2.171157 3.502000  0.83
C -5.907921 -1.433506 4.243784  -0.85
C -4.594546 -1.231948 3.826325  1.01
C -3.706686 -0.425474 4.733311  -1.59
C -4.150273 -1.771295 2.607608  -0.74
Te -2.016528 -1.516099 2.004887  0.43
N 0.313867 -0.669536 1.431603  0.11
C 1.114223 -0.230290 2.313192  0.41
O 2.023172 0.927609 1.798867  0.18
C 1.312291 -0.518852 3.678257  0.65
C 0.851400 -1.761930 4.225325  -0.51
C 0.991399 -2.062011 5.560301  -0.97
C 1.580040 -1.172631 6.465340  -0.73
C 2.048554 0.048726 5.947793  -0.64
C 1.937532 0.365023 4.619944  -0.47
C -2.255133 0.588260 1.939260  0.03
C -1.508717 1.343043 2.839442  -0.31
C -1.543959 2.727987 2.803401  -0.57
C -2.338432 3.371942 1.868478  -0.89
C -3.083613 2.620649 0.973961  -0.75
C -3.047375 1.227739 0.987591  0.90
C -3.830591 0.464544 -0.041894  -0.58
C -5.056864 -2.553189 1.879379  1.58
C -4.677599 -3.265936 0.603432  -1.20
C -6.366429 -2.734976 2.320719  -0.94
H -8.372241 -1.978274 4.977269  0.34
H -8.525426 -3.411099 3.960694  0.35
H -8.940909 -1.828715 3.317986  0.30
H -6.223792 -1.002192 5.189032  0.28
H -4.126226 -0.400632 5.740344  0.46
H -3.612785 0.602754 4.382074  0.22
H -2.693857 -0.828212 4.791136  0.19
H 0.382973 -2.473812 3.559550  0.47
H 0.627226 -3.022965 5.912954  0.35
H 1.669920 -1.410009 7.516545  0.34
H 2.512092 0.769668 6.613828  0.38
H 2.308773 1.321313 4.273256  0.35
H -0.877388 0.844170 3.561709  0.34
H -0.939593 3.293078 3.502593  0.47
H -2.370878 4.453774 1.823526  0.37
H -3.694372 3.118921 0.229126  0.35
H -4.372150 1.148240 -0.696245  0.44
H -4.545399 -0.222015 0.418123  0.15
H -3.157424 -0.141986 -0.657466  -0.24
H -3.672536 -2.990661 0.294981  -0.55
H -5.375086 -3.025806 -0.203535  0.38
H -4.697586 -4.350708 0.737842  0.51
H -7.041408 -3.341685 1.722424  0.36
C 3.970208 2.099875 1.268209  -1.25
C 3.327084 0.884919 1.916956  0.85
O 3.974973 0.003875 2.453816  -0.60
H 4.946018 2.276738 1.719006  0.43
H 3.334380 2.977931 1.349423  0.19
H 4.106053 1.896805 0.201664  0.16

Atoms 1-3, force components in eV/Å:
-0.44 0.46 0.28
-0.04 -0.10 -0.03
0.09 0.02 0.06


What is the formula in the first record? C49H61NO26S2